Entry from OMol25: a molecular structure, C35H29Cl5N9O3STi in a non-equilibrium geometry (ωB97M-V with the def2-TZVPD basis set).

Last column: Mulliken charge in e.
Atoms and positions in Å:
Ti: -0.316 -0.451 0.330  -1.745
C: -3.448 -0.922 3.536  -0.714
C: -2.422 -1.200 2.645  -0.418
N: -1.754 -0.214 2.056  0.825
C: -2.083 1.044 2.358  -0.470
C: -3.139 1.300 3.226  -0.230
N: -3.819 0.324 3.806  -0.590
C: -1.189 2.071 1.791  0.873
C: -1.347 3.420 2.032  -1.213
C: -0.350 4.306 1.630  0.792
C: 0.808 3.762 1.090  -1.090
C: 0.898 2.397 0.863  0.720
N: -0.130 1.572 1.123  1.036
C: 2.144 1.756 0.393  -0.449
C: 3.339 2.433 0.179  -0.312
N: 4.442 1.800 -0.202  -0.618
C: 4.358 0.491 -0.381  -0.556
C: 3.166 -0.202 -0.185  -0.135
N: 2.076 0.436 0.213  0.390
C: -0.492 5.763 1.818  0.154
C: -1.095 6.289 2.956  -0.516
C: -1.201 7.667 3.073  -0.444
N: -0.767 8.517 2.150  -0.573
C: -0.198 8.010 1.062  -0.440
C: -0.030 6.649 0.851  -0.511
H: -3.985 -1.721 4.029  0.441
H: -2.145 -2.215 2.390  0.488
H: -3.447 2.311 3.461  0.418
H: -2.236 3.790 2.522  0.693
H: 1.644 4.407 0.864  0.814
H: 3.428 3.502 0.316  0.442
H: 5.254 -0.029 -0.696  0.462
H: 3.086 -1.267 -0.381  0.298
H: -1.449 5.651 3.755  0.493
H: -1.655 8.106 3.954  0.379
H: 0.140 8.723 0.320  0.382
H: 0.422 6.295 -0.067  0.474
Cl: -3.178 0.757 -0.505  -0.083
C: -3.122 -0.964 -0.783  0.959
C: -2.033 -1.664 -0.283  -1.617
C: -2.143 -3.054 -0.371  1.392
Cl: -1.040 -4.086 0.493  -0.164
C: -3.178 -3.686 -1.062  -0.043
Cl: -3.231 -5.398 -1.202  -0.158
C: -4.193 -2.923 -1.638  0.403
Cl: -5.460 -3.675 -2.509  -0.170
C: -4.189 -1.541 -1.462  -0.071
Cl: -5.471 -0.585 -2.081  -0.152
C: -0.756 2.588 -2.220  -1.108
C: -0.564 1.161 -2.728  0.284
C: -1.742 0.659 -3.561  -1.553
C: -0.069 0.176 -1.654  -0.011
H: -0.917 3.267 -3.058  0.516
H: 0.132 2.937 -1.686  0.180
H: -1.613 2.678 -1.551  0.093
H: 0.271 1.210 -3.437  0.378
H: -2.665 0.569 -2.998  0.258
H: -1.508 -0.316 -3.994  0.380
H: -1.933 1.348 -4.385  0.484
H: 1.014 0.265 -1.631  0.637
H: -0.243 -0.862 -1.998  0.263
N: -0.282 -4.568 -3.069  -0.275
C: 0.897 -4.152 -2.550  0.330
S: 1.476 -2.632 -2.921  -0.370
N: 1.492 -5.062 -1.740  -0.222
C: 2.647 -4.921 -0.928  0.503
C: 2.638 -5.564 0.304  -0.464
C: 3.754 -5.521 1.123  -0.641
C: 4.882 -4.822 0.723  -0.561
C: 4.892 -4.191 -0.514  -0.643
C: 3.787 -4.247 -1.352  -0.333
H: -0.688 -3.992 -3.785  0.230
H: -0.586 -5.526 -3.004  0.178
H: 0.938 -5.874 -1.513  0.275
H: 1.751 -6.099 0.624  0.353
H: 3.736 -6.028 2.078  0.393
H: 5.756 -4.786 1.360  0.416
H: 5.782 -3.676 -0.850  0.452
H: 3.811 -3.787 -2.326  0.555
O: 0.793 -1.014 2.105  -0.605
N: 1.191 -2.034 1.485  0.968
O: 1.791 -2.942 1.948  -0.520
O: 0.867 -1.991 0.225  0.332

Output
- Maximum force: 0.0219 hartree/bohr
- LUMO level: -4.37 eV
- Gap between HOMO and LUMO: 0.221 Eh
- E_HOMO: -10.376 eV
- Net charge: +1

Entry from OMol25: a single C24H22N4O2 molecule in a non-equilibrium geometry (ωB97M-V with the def2-TZVPD basis set).

Last column: Mulliken charge in e.
Atoms and positions in Å:
C: -3.302 -3.569 5.035  -1.536
C: -3.719 -2.176 4.670  0.937
C: -4.677 -1.498 5.408  -0.652
C: -5.063 -0.211 5.076  -0.643
C: -4.496 0.413 3.978  -0.771
C: -3.546 -0.247 3.222  -0.130
C: -3.141 -1.533 3.568  -0.003
N: -2.186 -2.227 2.819  0.025
C: -1.267 -1.711 1.950  -0.179
N: -1.006 -2.479 0.907  -0.896
N: -0.210 -2.076 -0.051  -0.426
C: 0.386 -0.910 -0.009  0.347
C: 1.118 -0.519 -1.219  0.671
C: 1.905 -1.456 -1.886  -0.647
C: 2.584 -1.104 -3.033  -0.835
C: 2.468 0.180 -3.560  0.982
C: 3.232 0.501 -4.800  0.167
O: 4.314 0.010 -5.052  -0.637
N: 2.619 1.379 -5.635  -0.160
C: 3.210 1.779 -6.893  -0.672
C: 3.934 3.129 -6.776  -0.432
O: 3.062 4.185 -6.452  -0.525
C: 1.671 1.113 -2.902  -0.700
C: 1.006 0.768 -1.741  -0.743
C: 0.351 -0.095 1.169  0.683
C: 1.199 1.005 1.388  -0.572
C: 1.165 1.675 2.582  -0.795
C: 0.316 1.252 3.611  -0.810
C: -0.504 0.168 3.435  -0.279
C: -0.518 -0.514 2.206  0.495
H: -3.648 -4.283 4.286  0.345
H: -3.723 -3.855 5.995  0.402
H: -2.216 -3.642 5.091  0.324
H: -5.124 -1.987 6.262  0.350
H: -5.806 0.300 5.668  0.384
H: -4.800 1.411 3.701  0.403
H: -3.117 0.231 2.354  0.544
H: -2.415 -3.190 2.603  0.323
H: 1.976 -2.454 -1.484  0.453
H: 3.214 -1.815 -3.546  0.441
H: 1.686 1.694 -5.427  0.297
H: 3.939 1.013 -7.170  0.338
H: 2.429 1.843 -7.653  0.344
H: 4.374 3.389 -7.740  0.350
H: 4.736 3.043 -6.031  0.279
H: 2.722 4.038 -5.562  0.301
H: 1.583 2.124 -3.276  0.368
H: 0.376 1.495 -1.249  0.548
H: 1.894 1.296 0.615  0.578
H: 1.815 2.523 2.745  0.411
H: 0.324 1.773 4.556  0.413
H: -1.124 -0.181 4.246  0.540

Output
- Maximum force: 0.0302 hartree/bohr
- LUMO level: -0.17 eV
- Gap between HOMO and LUMO: 0.287 Eh
- E_HOMO: -7.980 eV
- SMILES: Cc1ccccc1Nc1nnc(-c2ccc(C(=O)NCCO)cc2)c2ccccc12

Entry from OMol25: a molecular structure, C30H25N2OS2SbSe4Tc (ωB97M-V with the def2-TZVPD basis set).

Last column: Mulliken charge in e.
Atoms and positions in Å:
Tc: 2.584 0.829 0.362  -0.606
C: -0.994 1.383 2.936  -1.916
C: 0.304 0.864 2.394  0.969
N: 0.854 1.414 1.334  0.658
N: 0.113 2.467 0.798  -0.658
C: 0.785 3.217 0.018  0.345
S: 2.508 2.965 -0.276  -0.232
S: 0.072 4.525 -0.866  -0.082
C: -1.676 4.287 -0.449  -1.084
C: -2.303 2.990 -0.901  0.398
C: -1.998 2.402 -2.124  -0.060
C: -2.657 1.252 -2.536  -0.463
C: -3.631 0.678 -1.730  -0.578
C: -3.934 1.255 -0.505  -0.835
C: -3.267 2.399 -0.091  -0.366
C: 0.924 -0.252 3.063  0.095
C: 0.177 -0.999 4.002  -0.959
C: 0.725 -2.051 4.684  -0.929
C: 2.070 -2.386 4.479  -0.649
C: 2.832 -1.677 3.587  0.242
C: 2.267 -0.621 2.858  0.997
O: 3.084 -0.038 1.982  -0.255
H: -1.222 2.366 2.549  0.372
H: -0.961 1.407 4.022  0.540
H: -1.793 0.702 2.631  0.349
H: -2.154 5.140 -0.936  0.473
H: -1.790 4.416 0.626  0.357
H: -1.245 2.845 -2.765  0.458
H: -2.411 0.805 -3.491  0.551
H: -4.149 -0.215 -2.056  0.407
H: -4.699 0.820 0.127  0.454
H: -3.511 2.850 0.865  0.435
H: -0.861 -0.753 4.169  0.455
H: 0.123 -2.616 5.382  0.442
H: 2.514 -3.208 5.026  0.464
H: 3.871 -1.917 3.406  -0.082
Se: 6.682 -2.254 3.441  -0.373
Sb: 6.853 -1.252 1.367  0.548
Se: 5.092 1.349 0.322  -0.161
Se: 4.382 -0.303 -1.070  0.234
Se: 4.831 -2.310 0.062  -0.199
C: -1.364 -1.181 -5.266  -0.489
C: -0.559 -0.058 -5.397  -0.756
C: 0.325 0.277 -4.385  -0.468
C: 0.407 -0.491 -3.220  0.617
C: -0.394 -1.630 -3.107  0.097
C: -1.270 -1.968 -4.125  -0.795
C: 1.371 -0.051 -2.198  -1.022
C: 1.389 -0.310 -0.882  -0.026
C: 0.444 -1.155 -0.121  1.069
C: -0.899 -0.785 0.002  1.927
C: -1.781 -1.601 0.686  -0.764
C: -1.338 -2.788 1.267  -1.066
C: -0.006 -3.150 1.165  -0.849
C: 0.885 -2.333 0.479  0.123
H: -2.050 -1.452 -6.057  0.408
H: -0.615 0.551 -6.289  0.394
H: 0.961 1.148 -4.492  0.398
H: -0.320 -2.266 -2.237  0.567
H: -1.878 -2.859 -4.032  0.442
H: 2.128 0.619 -2.598  0.347
H: -1.245 0.136 -0.455  -0.356
H: -2.823 -1.317 0.756  0.479
H: -2.035 -3.425 1.796  0.415
H: 0.347 -4.067 1.618  0.469
H: 1.925 -2.621 0.395  0.086

Output
- Maximum force: 0.0035 hartree/bohr
- LUMO level: -4.93 eV
- Gap between HOMO and LUMO: 0.220 Eh
- E_HOMO: -10.919 eV
- Net charge: +1

Entry from OMol25: a molecular structure, C16H20BN3O3S (ωB97M-V with the def2-TZVPD basis set).

Last column: Mulliken charge in e.
Atoms and positions in Å:
C: -3.925 -3.237 1.186  -1.010
C: -2.592 -3.831 0.737  -0.216
O: -2.529 -3.955 -0.690  -0.508
B: -1.851 -3.028 -1.412  0.894
O: -1.569 -3.338 -2.743  -0.510
C: -1.353 -1.634 -0.844  -0.720
C: -2.177 -0.592 -0.524  -0.106
C: -1.674 0.674 -0.071  0.822
C: -2.675 1.740 0.227  -0.775
C: -3.022 2.648 -0.767  -0.209
C: -3.968 3.630 -0.528  -0.539
C: -4.537 3.668 0.741  -0.385
C: -4.122 2.726 1.668  -0.278
N: -3.223 1.772 1.444  -0.473
C: -0.342 0.900 0.071  -0.606
C: 0.561 -0.151 -0.242  0.487
N: 1.901 -0.116 -0.168  -0.603
S: 2.395 -1.571 -0.640  0.148
N: 1.014 -2.304 -0.947  -0.569
C: 0.045 -1.399 -0.696  0.698
H: -4.670 -4.033 1.229  0.338
H: -3.857 -2.798 2.180  0.293
H: -4.298 -2.500 0.479  0.250
H: -2.528 -4.849 1.124  0.372
H: -1.732 -3.289 1.131  0.254
H: -2.133 -2.809 -3.319  0.300
H: -3.251 -0.700 -0.621  0.534
H: -2.545 2.575 -1.737  0.412
H: -4.251 4.336 -1.296  0.412
H: -5.277 4.409 1.006  0.368
H: -4.554 2.756 2.664  0.400
H: 0.026 1.858 0.413  0.520
C: 6.097 1.979 0.996  -1.169
C: 6.449 0.692 0.265  0.367
C: 6.067 0.760 -1.206  -1.141
O: 5.823 -0.426 0.891  -0.545
H: 5.018 2.155 0.953  0.276
H: 6.380 1.911 2.047  0.310
H: 6.602 2.838 0.552  0.369
H: 7.520 0.506 0.353  0.288
H: 4.987 0.903 -1.310  0.256
H: 6.329 -0.170 -1.712  0.290
H: 6.571 1.586 -1.710  0.382
H: 4.871 -0.293 0.828  0.323

Output
- Maximum force: 0.0160 hartree/bohr
- LUMO level: -0.60 eV
- Gap between HOMO and LUMO: 0.316 Eh
- E_HOMO: -9.194 eV

Total energy list, top to bottom, in Ha: -5618.0414; -1297.2845; -12065.9333; -1434.8070